This record from the Open Molecules 2025 dataset describes 2 unconnected molecules or ions with the total composition C3H6O3. The level of theory is wB97M-V/def2-TZVPD.

Each atom is followed by the atoms it is bonded to, with distances in Å.
Cartesian coordinates (Å):
1 O -0.1688 0.9835 0.1047  C2 1.420, H7 0.966
2 C -0.4909 -0.3948 0.2218  O1 1.420, C3 1.519, H8 1.101, H9 1.094
3 C -0.0455 -0.9743 1.5539  C2 1.519, H10 1.095, H11 1.094, H12 1.097
4 O -0.4873 0.7799 -2.8364  C5 1.165
5 C 0.4439 1.3600 -2.4445  O4 1.165, O6 1.168
6 O 1.4041 1.9362 -2.1130  C5 1.168
7 H 0.7648 1.0934 0.3287  O1 0.966
8 H -0.0567 -0.9695 -0.6112  C2 1.101
9 H -1.5782 -0.4504 0.1174  C2 1.094
10 H -0.3675 -2.0159 1.6571  C3 1.095
11 H -0.4664 -0.3935 2.3804  C3 1.094
12 H 1.0484 -0.9546 1.6411  C3 1.097

Summary:
- charge = 0
- lowest unoccupied orbital energy (eV) = 0.67
- HOMO-LUMO gap (eV) = 11.304
- HOMO energy (eV) = -10.64
- SMILES string = O=C=O.CCO
- calculated total energy (eV) = -9351.31290